Entry 1:
C7H4AuN2O4 as an isolated structure, computed with ωB97M-V/def2-TZVPD.

```
18
Properties=species:S:1:pos:R:3
Au -1.22123 0.14103 -0.67478
O 0.51862 0.19285 -4.29466
O -4.10496 0.45385 -1.82850
O -2.22880 -2.53693 0.74092
O -1.76166 2.78858 1.02430
N 2.60692 -0.26013 0.70253
N 0.51315 -0.06671 0.37951
C -3.04597 0.33803 -1.38491
C 1.68764 -0.12617 -0.24541
C 2.01396 -0.28505 1.93182
C 0.03588 0.18092 -3.27513
C -1.87401 -1.55949 0.26079
C -1.57811 1.82047 0.44047
C 0.67204 -0.16187 1.74314
H 3.58952 -0.32995 0.50506
H -0.16402 -0.13475 2.44767
H 1.81335 -0.06969 -1.34986
H 2.52768 -0.38499 2.87703
```

As for the expectation value of S²: 2.01. The highest occupied orbital energy (spin up / spin down) comes out at -21.70 / -23.85 eV. The spin multiplicity is 3. As for the total charge: +3. The frontier orbital gap (spin up / spin down) is 9.3 / 6.8 eV.

Löwdin charges in e: atom 1 (Au): 0.962, atom 2 (O): 0.176, atom 3 (O): 0.304, atom 4 (O): 0.276, atom 5 (O): 0.276, atom 6 (N): 0.217, atom 7 (N): -0.105, atom 8 (C): -0.087, atom 9 (C): 0.031, atom 10 (C): 0.171, atom 11 (C): 0.029, atom 12 (C): -0.052, atom 13 (C): -0.051, atom 14 (C): 0.089, atom 15 (H): 0.216, atom 16 (H): 0.182, atom 17 (H): 0.170, atom 18 (H): 0.196

---

Entry 2:
A 2-piece molecular cluster, C7H4Cl2N2O3 overall, computed with ωB97M-V/def2-TZVPD.

```
18
Properties=species:S:1:pos:R:3
Cl -0.64949 1.69667 -2.41910
Cl 1.23440 1.64141 2.61536
O -2.49523 0.57290 1.77712
O -3.08444 1.74104 0.04082
O -0.89427 4.03550 3.18132
N -1.38848 3.22363 2.52098
N -2.48539 1.54411 1.06096
C 0.34101 -0.53235 -1.35734
C 0.08028 0.83924 -1.18366
C 1.04462 -0.54964 1.01951
C 0.33562 1.49859 0.08583
C 0.87074 0.80034 1.12522
C 0.81838 -1.19846 -0.19335
C -1.70308 2.58186 1.56364
H 0.12129 2.50702 0.08304
H 0.23926 -1.04611 -2.32572
H 1.18101 -2.16086 -0.19106
H 1.04417 -1.04367 1.93822
```

The highest occupied orbital energy comes out at -9.37 eV. The frontier orbital gap is 8.2 eV.

Löwdin charges in e: atom 1 (Cl): 0.749, atom 2 (Cl): 0.730, atom 3 (O): 0.126, atom 4 (O): 0.121, atom 5 (O): 0.104, atom 6 (N): -0.082, atom 7 (N): -0.401, atom 8 (C): -0.072, atom 9 (C): -0.693, atom 10 (C): -0.108, atom 11 (C): -0.156, atom 12 (C): -0.653, atom 13 (C): -0.045, atom 14 (C): 0.026, atom 15 (H): 0.069, atom 16 (H): 0.114, atom 17 (H): 0.080, atom 18 (H): 0.093

---

Entry 3:
C7H4FN2O as an isolated structure, computed with ωB97M-V/def2-TZVPD.

```
15
Properties=species:S:1:pos:R:3
F -0.70386 2.69763 -0.76339
O -1.17851 -2.14072 2.30357
N 2.35015 2.34015 2.05636
N 1.19742 -1.30287 -0.24762
C -1.05356 0.38608 -1.03522
C -0.13556 1.44105 -0.43157
C 0.83008 1.17912 0.42501
C -0.10965 -1.49468 0.12434
C -0.63740 -1.85538 1.27582
C -1.13056 -0.92501 -0.81303
C 1.63396 1.89393 1.25147
H -1.87406 0.76864 -1.63726
H -1.77388 -1.64301 -1.35631
H 1.30309 -1.27501 -1.30878
H 1.28236 -0.06992 0.15663
```

The highest occupied orbital energy comes out at -3.18 eV. As for the total charge: -1. The frontier orbital gap is 6.9 eV.

Löwdin charges in e: atom 1 (F): -0.048, atom 2 (O): 0.078, atom 3 (N): 0.075, atom 4 (N): -0.061, atom 5 (C): -0.053, atom 6 (C): -0.233, atom 7 (C): -0.112, atom 8 (C): -0.466, atom 9 (C): -0.125, atom 10 (C): -0.074, atom 11 (C): -0.302, atom 12 (H): 0.087, atom 13 (H): 0.105, atom 14 (H): 0.074, atom 15 (H): 0.056

---

Entry 4:
C7H4NNiO4Se3Te as an isolated structure, computed with ωB97M-V/def2-TZVPD.

```
21
Properties=species:S:1:pos:R:3
Te -1.11601 -0.92831 -4.69138
Se -1.90671 2.28579 -2.92840
Se -0.48062 1.50559 -4.65242
Se -0.24242 -1.59212 -2.42962
Ni -1.08230 0.52127 -1.50016
O 1.33305 1.23315 -1.52374
O -3.38376 -0.75669 1.61459
O -2.75939 -0.01236 -0.42793
O 3.13388 1.03640 -0.19570
N -0.26181 0.19850 0.35430
C 0.71002 -0.93029 2.64672
C 1.82925 0.88535 -0.49047
C 1.04525 0.22878 0.60741
C -1.10501 -0.36946 1.20102
C -2.57787 -0.37756 0.76817
C -0.64376 -0.94462 2.38399
C 1.58844 -0.32875 1.74408
H -1.37265 -1.39156 3.04500
H 2.65426 -0.29798 1.91326
H 3.54021 1.42236 -0.98708
H 1.09795 -1.38750 3.54835
```

As for the expectation value of S²: 2.01. The highest occupied orbital energy (spin up / spin down) comes out at -3.83 / -3.89 eV. The spin multiplicity is 3. As for the total charge: -1. For the energy relative to the best compared isomer or geometry (same formula, charge and spin), the calculation gives 0.0 kcal per mole. The frontier orbital gap (spin up / spin down) is 5.9 / 6.0 eV.

Löwdin charges in e: atom 1 (Te): 0.172, atom 2 (Se): -0.048, atom 3 (Se): -0.290, atom 4 (Se): -0.145, atom 5 (Ni): 0.071, atom 6 (O): 0.051, atom 7 (O): 0.021, atom 8 (O): -0.098, atom 9 (O): 0.117, atom 10 (N): 0.079, atom 11 (C): -0.038, atom 12 (C): -0.464, atom 13 (C): -0.178, atom 14 (C): -0.142, atom 15 (C): -0.615, atom 16 (C): 0.023, atom 17 (C): 0.010, atom 18 (H): 0.120, atom 19 (H): 0.115, atom 20 (H): 0.134, atom 21 (H): 0.106

---

Entry 5:
C7H5AsF5O3ReS5Te as an isolated structure, computed with ωB97M-V/def2-TZVPD.

```
28
Properties=species:S:1:pos:R:3
Re -1.29364 -1.25250 -0.40946
Te 1.71437 -2.32551 -1.12365
As -3.54221 -3.22758 0.76233
S -2.15326 0.33254 -1.67728
S -2.39337 -2.97592 -1.19476
S -2.47962 -1.34107 1.44616
S -3.83470 -5.04710 1.84392
S -5.54047 -3.90029 1.10187
F 2.76496 -2.73710 -2.54090
F 0.34952 -1.64894 -2.27590
F 2.46483 -0.65431 -1.07588
F 0.89805 -3.96018 -1.25682
F 2.86358 -2.94432 0.13290
O 0.41379 -1.78434 0.18097
O 2.80120 4.14923 1.11022
O 2.11990 2.84866 2.77503
C -1.22401 1.61538 0.60797
C -0.89549 1.12513 -0.67984
C -0.26948 2.29844 1.33525
C 2.01162 3.22094 1.64761
C 1.27018 2.15907 -0.54181
C 0.35181 1.43825 -1.26701
C 0.97011 2.56728 0.76281
H 0.57608 1.10893 -2.27333
H -2.22297 1.47197 1.00028
H 2.23639 2.38428 -0.97625
H -0.46775 2.62909 2.34607
H 2.51056 4.44998 0.23951
```

The highest occupied orbital energy comes out at -16.06 eV. As for the total charge: +2. For the energy relative to the best compared isomer or geometry (same formula, charge and spin), the calculation gives 0.0 kcal per mole. The frontier orbital gap is 6.2 eV.

Löwdin charges in e: atom 1 (Re): 0.667, atom 2 (Te): 1.872, atom 3 (As): 0.035, atom 4 (S): 0.780, atom 5 (S): 0.317, atom 6 (S): 0.308, atom 7 (S): 0.267, atom 8 (S): 0.271, atom 9 (F): -0.260, atom 10 (F): -0.415, atom 11 (F): -0.290, atom 12 (F): -0.311, atom 13 (F): -0.262, atom 14 (O): -0.640, atom 15 (O): 0.175, atom 16 (O): 0.188, atom 17 (C): -0.105, atom 18 (C): -0.697, atom 19 (C): 0.040, atom 20 (C): -0.476, atom 21 (C): 0.021, atom 22 (C): -0.081, atom 23 (C): -0.059, atom 24 (H): 0.126, atom 25 (H): 0.102, atom 26 (H): 0.145, atom 27 (H): 0.149, atom 28 (H): 0.131

---

Entry 6:
C7H5Cl3GeN10SV as an isolated structure, computed with ωB97M-V/def2-TZVPD.

```
28
Properties=species:S:1:pos:R:3
Ge 2.07764 0.16455 -3.19805
V 0.44467 -0.35684 -0.38637
Cl 1.49579 1.58708 -1.33774
Cl 0.12964 -0.98061 -2.67708
Cl 1.12483 1.50680 -4.75866
S -1.05844 -2.08796 0.20171
N 0.73919 0.28359 1.35298
N 4.16697 -1.88725 0.43759
N 2.81994 -0.70440 2.01461
N 3.96383 -2.25369 -0.83456
N 1.52192 0.77345 3.35062
N 2.79986 -1.88007 -1.23385
N -0.12314 1.13042 1.98521
N 0.34958 1.40398 3.14181
N 2.17513 -1.22464 -0.22362
N -1.38541 0.37213 -0.39740
C -4.13030 0.48252 -0.28511
C -3.38491 1.63293 -0.54167
C 3.05732 -1.26039 0.78701
C 1.74011 0.09734 2.24136
C -2.01174 1.53252 -0.58981
C -2.08945 -0.73620 -0.10677
C -3.48510 -0.71709 -0.06582
H -3.86546 2.58801 -0.69730
H -5.21141 0.53406 -0.24944
H -4.01971 -1.63296 0.14142
H 3.53823 -0.75626 2.71395
H -1.37958 2.38901 -0.78503
```

As for the expectation value of S²: 2.01. The highest occupied orbital energy (spin up / spin down) comes out at -5.57 / -5.66 eV. The spin multiplicity is 3. As for the total charge: -1. The frontier orbital gap (spin up / spin down) is 7.7 / 8.2 eV.

Löwdin charges in e: atom 1 (Ge): 0.185, atom 2 (V): 0.184, atom 3 (Cl): 0.079, atom 4 (Cl): 0.096, atom 5 (Cl): -0.172, atom 6 (S): 0.635, atom 7 (N): -0.156, atom 8 (N): 0.030, atom 9 (N): 0.160, atom 10 (N): -0.077, atom 11 (N): 0.031, atom 12 (N): -0.138, atom 13 (N): -0.036, atom 14 (N): -0.075, atom 15 (N): -0.160, atom 16 (N): -0.168, atom 17 (C): -0.071, atom 18 (C): -0.066, atom 19 (C): -0.444, atom 20 (C): -0.437, atom 21 (C): -0.119, atom 22 (C): -0.754, atom 23 (C): -0.082, atom 24 (H): 0.098, atom 25 (H): 0.103, atom 26 (H): 0.103, atom 27 (H): 0.145, atom 28 (H): 0.106